## A
Below is the ion C3H4N3 with charge +1, with properties calculated with ωB97M-V/def2-TZVPD.

HOMO-LUMO gap: 9.49 eV
structure (SMILES): C=[N+]1N=CC=N1
HOMO energy: -0.61805 hartree

Geometry as ORCA input:
```
! RIJCOSX wB97M-V def2-TZVPD def2/J DEFGRID3
* xyz 1 1
C 1.84 -0.04 -0.06
N 0.49 -0.14 -0.01
N -0.32 -1.22 -0.08
C -1.53 -0.71 -0.03
C -1.45 0.78 -0.03
N -0.23 1.10 -0.06
H 2.23 0.93 0.21
H 2.56 -0.84 -0.34
H -2.60 -1.22 0.18
H -2.23 1.62 0.12
*
```

=====

## B
Below is a structure of composition C3H4N3, with properties calculated with ωB97M-V/def2-TZVPD.

HOMO-LUMO gap: 9.73 eV
HOMO energy: -0.63506 hartree

Geometry as ORCA input:
```
! RIJCOSX wB97M-V def2-TZVPD def2/J DEFGRID3
* xyz 1 1
C 0.40 1.38 1.17
C -0.26 0.26 -0.13
C 0.28 -0.95 -0.80
N -0.39 0.79 2.10
N -0.78 -0.05 1.29
N 0.65 1.41 -0.02
H -1.13 0.65 -0.73
H 1.23 -1.20 -0.54
H 0.35 -0.50 -1.78
H -0.35 -1.79 -0.56
*
```

=====

Most stable: A

=====

## A
Below is a cluster of 9 separate species, C36H54O27 in total, with properties calculated with ωB97M-V/def2-TZVPD.

HOMO-LUMO gap: 10.19 eV
structure (SMILES): C[C@H]1COC(=O)O1.C[C@H]1COC(=O)O1.C[C@H]1COC(=O)O1.C[C@H]1COC(=O)O1.C[C@H]1COC(=O)O1.C[C@H]1COC(=O)O1.C[C@H]1COC(=O)O1.C[C@H]1COC(=O)O1.C[C@H]1COC(=O)O1
HOMO energy: -0.37836 hartree

Geometry as ORCA input:
```
! RIJCOSX wB97M-V def2-TZVPD def2/J DEFGRID3
* xyz 0 1
C -14.25 -13.95 11.68
C -15.52 -13.49 10.87
C -16.30 -12.36 11.59
O -16.64 -11.49 10.55
C -15.88 -11.82 9.43
O -15.97 -11.25 8.35
O -15.16 -12.90 9.67
H -14.31 -13.54 12.69
H -13.27 -13.75 11.26
H -14.32 -15.03 11.83
H -16.10 -14.41 10.76
H -15.66 -11.99 12.40
H -17.15 -12.95 11.93
C -3.23 -19.49 12.24
C -3.62 -19.04 13.71
C -3.86 -17.58 13.97
O -4.75 -17.77 15.01
C -5.46 -18.92 14.87
O -6.48 -19.18 15.49
O -4.83 -19.73 14.12
H -4.02 -19.17 11.56
H -3.14 -20.57 12.14
H -2.27 -19.03 12.00
H -2.86 -19.32 14.43
H -4.43 -17.06 13.20
H -2.99 -16.96 14.19
C -9.44 -20.96 11.43
C -9.98 -19.61 11.26
C -11.06 -19.20 12.36
O -10.61 -17.85 12.69
C -9.32 -17.75 12.29
O -8.51 -16.92 12.68
O -8.98 -18.67 11.39
H -10.14 -21.72 11.79
H -8.45 -21.06 11.85
H -9.43 -21.33 10.40
H -10.45 -19.59 10.28
H -10.91 -19.83 13.24
H -12.10 -19.26 12.05
C -16.83 -17.04 4.76
C -15.34 -16.81 4.51
C -14.77 -15.42 5.11
O -13.68 -15.77 6.00
C -13.71 -17.11 6.16
O -13.25 -17.71 7.13
O -14.80 -17.64 5.48
H -17.42 -16.51 4.01
H -17.26 -16.51 5.61
H -17.11 -18.08 4.93
H -15.09 -17.15 3.51
H -15.52 -14.75 5.55
H -14.33 -14.87 4.28
C -10.55 -11.39 15.30
C -9.37 -11.96 14.44
C -8.64 -10.87 13.64
O -7.28 -11.02 13.89
C -7.13 -12.04 14.75
O -6.13 -12.35 15.43
O -8.36 -12.49 15.26
H -11.12 -11.00 14.45
H -10.30 -10.55 15.94
H -11.07 -12.06 15.99
H -9.83 -12.82 13.94
H -9.03 -9.91 13.98
H -8.94 -10.93 12.59
C -9.83 -27.60 10.53
C -9.06 -28.91 10.77
C -9.45 -30.07 9.80
O -8.40 -29.82 8.85
C -7.43 -29.10 9.32
O -6.58 -28.67 8.63
O -7.72 -28.58 10.55
H -9.51 -26.85 11.26
H -10.91 -27.61 10.68
H -9.73 -27.34 9.47
H -9.24 -29.21 11.80
H -10.43 -29.89 9.36
H -9.38 -30.97 10.41
C -12.35 -17.54 17.88
C -10.92 -17.11 18.43
C -10.32 -15.85 17.82
O -10.26 -15.03 18.96
C -10.90 -15.57 20.07
O -11.16 -14.91 21.13
O -11.10 -16.81 19.83
H -12.32 -17.64 16.80
H -13.22 -16.95 18.17
H -12.57 -18.51 18.33
H -10.28 -17.98 18.28
H -10.96 -15.49 17.01
H -9.34 -16.15 17.44
C -6.45 -19.96 5.34
C -7.28 -20.69 6.41
C -8.69 -21.31 6.12
O -8.54 -22.61 6.64
C -7.34 -22.91 7.02
O -6.93 -23.97 7.46
O -6.53 -21.81 6.83
H -5.40 -20.06 5.58
H -6.67 -18.92 5.11
H -6.49 -20.53 4.41
H -7.41 -20.08 7.30
H -9.01 -21.43 5.09
H -9.37 -20.76 6.77
C -4.57 -24.74 12.77
C -3.62 -25.46 13.76
C -3.01 -26.67 13.18
O -1.80 -26.70 13.75
C -1.43 -25.50 14.07
O -0.40 -25.14 14.65
O -2.41 -24.69 13.93
H -5.48 -25.32 12.60
H -4.03 -24.36 11.90
H -5.00 -23.81 13.13
H -3.95 -25.44 14.80
H -2.96 -26.49 12.11
H -3.70 -27.52 13.20
*
```

=====

## B
Below is a cluster of 9 separate species, C36H54O27 in total, with properties calculated with ωB97M-V/def2-TZVPD.

HOMO-LUMO gap: 10.73 eV
structure (SMILES): C[C@H]1COC(=O)O1.C[C@H]1COC(=O)O1.C[C@H]1COC(=O)O1.C[C@H]1COC(=O)O1.C[C@H]1COC(=O)O1.C[C@H]1COC(=O)O1.C[C@H]1COC(=O)O1.C[C@H]1COC(=O)O1.C[C@H]1COC(=O)O1
HOMO energy: -0.38894 hartree

Geometry as ORCA input:
```
! RIJCOSX wB97M-V def2-TZVPD def2/J DEFGRID3
* xyz 0 1
C -1.41 8.49 14.24
C -0.33 7.64 13.56
C -0.48 7.63 12.03
O 0.89 7.62 11.60
C 1.70 7.95 12.64
O 2.88 8.10 12.58
O 0.98 8.22 13.73
H -1.57 9.49 13.84
H -1.07 8.66 15.26
H -2.34 7.93 14.15
H -0.30 6.70 14.12
H -1.04 8.51 11.74
H -0.91 6.74 11.57
C 8.69 3.13 16.17
C 7.40 2.41 16.65
C 6.13 2.64 15.76
O 5.83 1.27 15.47
C 6.70 0.37 15.98
O 6.55 -0.82 15.95
O 7.70 1.02 16.58
H 9.42 2.64 16.80
H 8.70 4.21 16.28
H 8.84 2.97 15.10
H 7.14 2.66 17.68
H 6.36 3.16 14.84
H 5.47 3.16 16.45
C 11.81 6.16 11.76
C 10.66 6.59 10.85
C 10.49 8.08 10.62
O 10.36 8.27 9.21
C 10.80 7.11 8.60
O 11.02 7.02 7.44
O 10.95 6.15 9.50
H 12.57 6.92 11.95
H 12.33 5.31 11.32
H 11.35 6.01 12.73
H 9.72 6.08 11.09
H 11.39 8.65 10.88
H 9.63 8.43 11.18
C 6.96 5.83 9.58
C 5.99 6.47 10.51
C 4.77 5.67 10.97
O 5.32 4.94 12.08
C 6.34 5.67 12.59
O 6.82 5.50 13.68
O 6.62 6.70 11.80
H 7.68 6.57 9.22
H 6.55 5.39 8.67
H 7.48 5.02 10.09
H 5.68 7.44 10.13
H 4.37 4.94 10.26
H 3.95 6.30 11.31
C 5.51 0.77 11.98
C 6.91 0.87 11.40
C 6.96 1.89 10.26
O 8.00 2.84 10.60
C 8.42 2.55 11.83
O 9.26 3.12 12.46
O 7.82 1.46 12.34
H 5.50 0.04 12.79
H 4.75 0.47 11.26
H 5.21 1.73 12.40
H 7.36 -0.08 11.10
H 6.01 2.40 10.15
H 7.13 1.51 9.25
C 9.76 11.05 7.43
C 8.27 10.75 7.49
C 7.92 9.23 7.35
O 7.21 8.89 8.54
C 7.52 9.81 9.48
O 7.30 9.69 10.64
O 7.91 10.94 8.90
H 10.34 10.28 7.94
H 9.99 11.93 8.02
H 10.13 11.03 6.40
H 7.61 11.42 6.94
H 8.81 8.60 7.35
H 7.41 8.96 6.43
C 2.94 8.21 8.64
C 3.00 9.73 8.86
C 4.00 10.27 9.91
O 4.68 11.27 9.18
C 4.40 11.21 7.86
O 4.86 11.94 7.04
O 3.44 10.32 7.65
H 3.89 7.72 8.46
H 2.40 8.00 7.71
H 2.38 7.84 9.50
H 1.96 10.04 9.03
H 4.67 9.48 10.25
H 3.47 10.62 10.79
C 8.23 6.47 17.48
C 8.23 6.75 16.00
C 7.70 8.15 15.59
O 8.82 8.75 14.92
C 9.89 7.93 14.94
O 10.96 8.15 14.47
O 9.61 6.84 15.67
H 8.41 5.40 17.64
H 7.32 6.57 18.09
H 9.01 6.96 18.05
H 7.69 6.03 15.39
H 7.44 8.73 16.47
H 6.84 8.11 14.93
C 2.41 3.56 3.54
C 3.11 3.02 4.76
C 4.66 3.12 4.76
O 4.96 3.37 6.14
C 3.81 3.58 6.80
O 3.77 3.78 7.98
O 2.80 3.74 5.96
H 2.47 2.87 2.71
H 2.70 4.57 3.24
H 1.34 3.60 3.77
H 2.75 1.99 4.87
H 5.07 3.87 4.08
H 5.05 2.22 4.29
*
```

=====

## C
Below is a structure of composition C36H54O27, with properties calculated with ωB97M-V/def2-TZVPD.

HOMO-LUMO gap: 7.42 eV
HOMO energy: -0.26484 hartree

Geometry as ORCA input:
```
! RIJCOSX wB97M-V def2-TZVPD def2/J DEFGRID3
* xyz 0 1
C -4.79 -0.57 0.83
C -3.62 -0.31 -0.28
C -2.26 -0.86 0.17
O -1.76 -1.48 -1.03
C -2.73 -1.40 -1.96
O -2.69 -1.65 -3.12
O -3.85 -1.13 -1.40
H -4.75 -0.05 1.79
H -4.87 -1.65 0.97
H -5.74 -0.20 0.43
H -3.59 0.72 -0.64
H -2.31 -1.63 0.95
H -1.66 0.01 0.45
C 5.50 1.13 4.33
C 4.77 0.31 3.33
C 3.40 -0.16 3.76
O 2.54 0.25 2.64
C 3.29 0.93 1.75
O 2.86 1.41 0.69
O 4.50 1.06 2.21
H 5.90 0.51 5.14
H 4.82 1.88 4.73
H 6.33 1.66 3.86
H 5.48 -0.47 3.07
H 3.06 0.32 4.68
H 3.30 -1.24 3.87
C -1.58 0.02 6.30
C -1.45 0.63 4.85
C -0.33 0.07 3.94
O -1.04 -0.39 2.91
C -2.35 -0.02 3.00
O -3.11 -0.35 2.07
O -2.66 0.60 4.12
H -1.66 -1.06 6.28
H -2.43 0.52 6.75
H -0.70 0.11 6.94
H -1.30 1.71 4.90
H 0.31 -0.66 4.45
H 0.27 0.93 3.64
C 4.43 -3.00 -3.31
C 3.11 -3.42 -2.75
C 3.15 -4.76 -2.13
O 2.36 -4.64 -0.95
C 2.13 -3.35 -0.63
O 1.43 -2.84 0.24
O 2.92 -2.64 -1.51
H 5.28 -3.11 -2.64
H 4.39 -1.97 -3.68
H 4.81 -3.61 -4.13
H 2.23 -3.13 -3.31
H 4.15 -5.07 -1.85
H 2.90 -5.50 -2.88
C -1.70 3.35 2.35
C -1.19 4.32 3.42
C -2.29 5.11 4.12
O -2.01 4.87 5.49
C -1.15 3.93 5.72
O -0.86 3.28 6.76
O -0.66 3.45 4.51
H -0.99 2.62 1.95
H -1.77 3.93 1.42
H -2.65 2.86 2.58
H -0.47 5.11 3.18
H -3.33 4.91 3.90
H -2.24 6.17 3.90
C -0.85 -3.68 -2.14
C -0.43 -4.15 -3.49
C 0.13 -3.06 -4.41
O 1.24 -3.68 -5.10
C 1.62 -4.69 -4.37
O 2.60 -5.36 -4.57
O 0.74 -4.85 -3.37
H -1.61 -2.91 -2.27
H 0.05 -3.36 -1.61
H -1.36 -4.48 -1.61
H -1.22 -4.67 -4.03
H 0.60 -2.27 -3.82
H -0.53 -2.68 -5.18
C -1.71 -1.03 -5.19
C -0.16 -0.69 -5.21
C -0.01 0.77 -5.69
O 0.56 1.36 -4.61
C 0.76 0.64 -3.56
O 1.21 1.07 -2.52
O 0.33 -0.56 -3.78
H -2.42 -0.21 -5.06
H -1.97 -1.69 -4.36
H -1.99 -1.42 -6.17
H 0.42 -1.43 -5.75
H -0.91 1.32 -5.97
H 0.62 0.87 -6.57
C -0.05 -1.33 -0.82
C 0.99 -0.38 -0.02
C 1.22 1.06 -0.63
O 0.65 1.93 0.37
C 0.42 1.28 1.51
O -0.14 1.80 2.44
O 0.59 -0.02 1.33
H -0.86 -0.67 -1.12
H -0.31 -2.11 -0.10
H 0.41 -1.86 -1.66
H 1.95 -0.89 0.10
H 0.78 1.10 -1.63
H 2.27 1.36 -0.58
C 0.17 3.77 -0.44
C -1.34 3.80 -0.87
C -1.80 2.75 -1.84
O -3.05 2.33 -1.22
C -3.13 2.80 0.03
O -3.96 2.50 0.91
O -2.12 3.70 0.25
H 0.28 3.11 0.42
H 0.13 4.71 0.12
H 0.98 3.94 -1.15
H -1.63 4.66 -1.47
H -1.13 1.89 -1.91
H -2.12 3.21 -2.77
*
```

=====

Most stable: B

=====

## A
Below is a structure of composition C6H6INOS, with properties calculated with ωB97M-V/def2-TZVPD.

HOMO-LUMO gap (spin up / spin down): 6.55 / 6.34 eV
HOMO energy (spin up / spin down): -0.28640 / -0.28365 hartree

Geometry as ORCA input:
```
! RIJCOSX wB97M-V def2-TZVPD def2/J DEFGRID3
* xyz 0 1
C -1.12 -0.15 -0.83
C -0.25 0.74 -0.35
C -0.87 2.96 -0.99
C 3.27 -2.47 2.16
C -1.04 -1.46 -0.13
C 0.59 0.32 0.69
N -0.04 2.02 -0.87
O 2.66 -1.60 2.59
S 0.48 -1.29 0.99
I 2.19 -3.04 -0.40
H -1.92 0.22 -1.59
H -0.81 3.83 -1.59
H -1.73 2.95 -0.41
H -1.82 -1.63 0.53
H -0.95 -2.20 -0.96
H 1.35 0.80 1.16
*
```

=====

## B
Below is a cluster of 2 separate species, C6H6INOS in total, with properties calculated with ωB97M-V/def2-TZVPD.

HOMO-LUMO gap (spin up / spin down): 6.88 / 7.64 eV
HOMO energy (spin up / spin down): -0.33476 / -0.33154 hartree

Geometry as ORCA input:
```
! RIJCOSX wB97M-V def2-TZVPD def2/J DEFGRID3
* xyz 0 1
C 0.35 0.52 1.64
C -0.11 -0.74 1.32
C 0.23 1.51 0.76
C -0.47 -1.05 0.05
C -0.07 1.28 -0.60
C -0.50 0.01 -0.81
N 0.00 -1.59 -3.90
O -1.52 0.35 -4.13
S -1.07 -0.75 -3.34
I -3.19 -2.06 -2.70
H 0.69 0.78 2.62
H 0.07 -1.51 2.02
H 0.49 2.42 1.07
H -0.63 -2.18 -0.24
H -0.11 1.97 -1.39
H 0.60 -2.02 -3.14
*
```

=====

Most stable: A

=====

## A
Below is a cluster of 2 separate species, CH3N3O in total, with properties calculated with ωB97M-V/def2-TZVPD.

HOMO-LUMO gap (spin up / spin down): 10.16 / 5.69 eV
HOMO energy (spin up / spin down): -0.34568 / -0.37012 hartree
⟨S²⟩: 2.02

Geometry as ORCA input:
```
! RIJCOSX wB97M-V def2-TZVPD def2/J DEFGRID3
* xyz 0 3
C 1.00 0.97 0.57
N 2.12 0.96 0.27
N -1.47 0.14 -0.11
N -1.12 -1.92 -1.35
O -0.61 -1.14 -0.56
H -0.80 0.47 -0.76
H -1.08 0.26 0.84
H -2.09 -2.30 -1.18
*
```

=====

## B
Below is the molecule CH3N3O, with properties calculated with ωB97M-V/def2-TZVPD.

HOMO-LUMO gap (spin up / spin down): 6.52 / 7.38 eV
HOMO energy (spin up / spin down): -0.22357 / -0.37436 hartree
⟨S²⟩: 2.01

Geometry as ORCA input:
```
! RIJCOSX wB97M-V def2-TZVPD def2/J DEFGRID3
* xyz 0 3
C -1.32 1.00 -0.75
N -2.03 1.16 -1.60
N 0.66 -1.05 0.61
N 0.72 -0.08 -0.24
O -0.38 0.99 0.19
H 1.01 -0.80 1.57
H -0.12 -1.74 0.45
H 1.47 0.53 -0.23
*
```

=====

Most stable: B

=====

## A
Below is a cluster of 3 separate species, C5H17NO2 in total, with properties calculated with ωB97M-V/def2-TZVPD.

HOMO-LUMO gap (spin up / spin down): 11.89 / 7.27 eV
HOMO energy (spin up / spin down): -0.55411 / -0.55345 hartree
⟨S²⟩: 0.75

Geometry as ORCA input:
```
! RIJCOSX wB97M-V def2-TZVPD def2/J DEFGRID3
* xyz 1 2
C -0.01 -0.04 0.83
C 0.06 0.75 -0.53
C 1.46 1.27 -0.83
C -0.98 1.87 -0.49
C -2.45 1.58 -0.23
N 0.15 -1.45 0.74
H 0.81 0.34 1.45
H -0.84 0.19 1.45
H -0.30 0.04 -1.27
H 1.91 1.64 0.09
H 2.14 0.55 -1.28
H 1.33 2.06 -1.57
H -0.92 2.37 -1.47
H -0.62 2.69 0.14
H -3.04 2.49 -0.19
H -2.93 1.08 -1.07
H -2.56 0.97 0.67
H 0.89 -1.89 0.19
H -0.70 -1.99 0.60
H -0.84 -2.56 -1.92
H -2.20 -2.54 -1.26
O -1.39 -2.02 -1.34
H 3.03 -0.89 2.75
H 2.24 -0.61 1.55
O 2.93 -1.20 1.84
*
```

=====

## B
Below is a cluster of 3 separate species, C5H17NO2 in total, with properties calculated with ωB97M-V/def2-TZVPD.

HOMO-LUMO gap (spin up / spin down): 12.15 / 7.03 eV
HOMO energy (spin up / spin down): -0.55509 / -0.55295 hartree
⟨S²⟩: 0.75

Geometry as ORCA input:
```
! RIJCOSX wB97M-V def2-TZVPD def2/J DEFGRID3
* xyz 1 2
C 0.33 1.62 -1.52
N 0.03 0.44 -0.70
C -1.30 -0.53 2.80
C -1.11 -0.52 1.28
C -0.13 0.50 0.74
C 1.23 0.28 1.42
H -0.10 1.40 -2.53
H 1.42 1.67 -1.87
H -0.04 2.56 -0.97
H 0.91 -0.13 -0.84
H -0.45 -0.84 3.35
H -2.21 -1.08 3.03
H -1.55 0.43 3.23
H -0.78 -1.49 0.85
H -2.05 -0.26 0.73
H -0.39 1.59 1.04
H 1.99 1.00 1.11
H 1.15 0.33 2.52
H 1.55 -0.76 1.15
H -1.90 -0.20 -2.07
H -2.35 -1.03 -1.02
O -2.39 -1.02 -1.99
H 3.26 0.06 -1.92
H 2.96 -1.48 -1.74
O 2.92 -0.60 -1.45
*
```

=====

Most stable: A

=====

## A
Below is the ion C4H7ClN3 with charge +1, with properties calculated with ωB97M-V/def2-TZVPD.

HOMO-LUMO gap: 9.44 eV
structure (SMILES): [NH3+]N1C=C(Cl)C=NC1
HOMO energy: -0.50901 hartree

Geometry as ORCA input:
```
! RIJCOSX wB97M-V def2-TZVPD def2/J DEFGRID3
* xyz 1 1
N -1.44 1.06 -0.67
N -0.65 0.55 0.50
C 0.94 0.94 0.58
C 1.75 0.12 -0.10
Cl 3.48 0.54 -0.20
C 1.29 -1.31 -0.43
N 0.10 -1.69 -0.19
C -0.82 -0.96 0.62
H -2.33 0.41 -0.54
H -1.12 0.91 -1.65
H -1.75 2.05 -0.48
H 1.04 1.82 1.17
H 1.91 -2.02 -1.00
H -1.81 -1.45 0.64
H -0.59 -0.98 1.73
*
```

=====

## B
Below is the ion C4H7ClN3 with charge +1, with properties calculated with ωB97M-V/def2-TZVPD.

HOMO-LUMO gap: 10.14 eV
structure (SMILES): Cn1nc[nH+]c1CCl
HOMO energy: -0.55166 hartree

Geometry as ORCA input:
```
! RIJCOSX wB97M-V def2-TZVPD def2/J DEFGRID3
* xyz 1 1
C -0.11 1.30 1.89
N -0.01 0.68 0.41
N 0.60 1.59 -0.35
C 0.60 1.16 -1.55
N 0.14 -0.19 -1.63
C -0.31 -0.49 -0.41
C -0.67 -1.86 0.02
Cl 0.93 -2.94 -0.34
H 0.53 0.68 2.55
H -1.26 1.28 2.07
H 0.44 2.18 1.66
H 0.97 1.63 -2.41
H 0.36 -0.84 -2.42
H -1.41 -2.37 -0.61
H -0.79 -1.79 1.12
*
```

=====

Most stable: B